Entry 1:
Entry from the OMol25 dataset: a cluster of 7 separate species, C19H52O7 in total (ωB97M-V/def2-TZVPD).

Relative energy (zero: lowest compared OMol25 entry of this formula, charge and spin)   258.1 kcal per mole
E_tot   -34867.7453 eV

XYZ file:
```
78
Properties=species:S:1:pos:R:3:forces:R:3:lowdin_charge:R:1
C -0.9947 -3.0032 -3.9388 -5.5 1.0 -5.5 -0.01
C -2.5027 -3.3482 -3.7928 1.1 -1.1 -2.3 -0.55
C -2.8007 -4.4552 -2.8368 -0.9 -2.2 0.8 -0.07
O -3.1987 -2.1852 -3.5068 -2.6 1.9 -0.2 -0.08
H -0.4977 -3.8662 -4.1898 1.5 -1.7 -0.9 0.06
H -0.6487 -2.5222 -3.1858 2.6 2.9 5.3 -0.02
H -1.1417 -2.1952 -4.7758 1.3 -1.6 1.1 0.14
H -2.6897 -3.6302 -4.8658 -0.5 -0.3 1.0 0.14
H -1.9837 -5.3022 -2.8608 -2.0 1.2 -0.6 0.12
H -3.9497 -4.7842 -2.9348 2.8 0.2 0.2 0.13
H -2.6767 -4.1322 -1.8008 -0.2 0.5 0.0 0.05
H -4.1377 -2.0682 -3.9048 2.6 -0.9 1.0 0.16
C -0.0757 4.5958 1.5192 -2.3 -2.2 0.6 -0.06
C 0.4073 5.3928 2.7092 -0.1 -1.2 1.9 -0.45
C 0.2523 4.6188 4.0432 -0.2 1.5 -1.8 -0.04
O 1.7723 5.7488 2.5112 -1.3 -3.5 -2.7 0.00
H -1.2067 4.1368 1.4492 2.7 1.7 0.7 0.15
H 0.5193 3.7398 1.2972 0.8 -1.1 0.6 0.04
H 0.1493 5.1478 0.6842 -0.2 1.8 -2.2 0.04
H -0.2747 6.2058 2.8122 -0.1 1.4 -0.2 0.12
H -0.7787 4.4908 4.1742 -1.7 -0.5 0.3 0.05
H 0.6023 5.1298 4.8962 0.7 0.9 0.9 0.07
H 0.7143 3.6978 3.9602 1.0 -2.0 0.0 0.04
H 2.0593 6.4948 2.9232 0.7 3.3 2.0 0.04
C 2.5783 1.0248 -5.6898 -0.2 -1.9 -0.1 -0.04
C 2.9013 -0.0892 -4.6838 0.6 -2.3 -2.1 -0.42
C 2.4673 0.2358 -3.2868 -6.1 -6.9 -2.2 -0.05
O 2.0353 -1.2002 -5.0238 -0.1 -0.4 -0.3 -0.10
H 1.5853 1.2798 -5.5608 -2.4 0.3 0.4 0.06
H 2.6983 1.0888 -6.7578 0.3 -2.1 -0.8 0.09
H 3.0423 1.9058 -5.5878 2.3 3.4 1.9 0.03
H 3.9203 -0.6232 -4.8818 -1.0 1.9 0.9 0.17
H 2.5853 -0.5032 -2.4678 0.2 -0.2 -1.0 0.08
H 1.3073 0.4708 -3.2888 2.2 -0.6 -0.3 0.14
H 2.8583 0.9888 -2.9738 4.8 9.2 3.8 -0.03
H 2.2973 -1.8342 -4.3448 -0.5 -0.4 -0.3 0.07
C -1.5687 0.9588 -0.2188 2.6 4.3 -7.8 -0.03
C -1.1047 -0.0922 -1.2328 0.2 -1.5 5.1 -0.38
C 0.2743 -0.7372 -0.7338 0.0 2.3 -4.8 -0.03
O -2.1407 -1.0432 -1.0498 0.2 -1.0 -0.5 -0.06
H -2.6107 1.1518 -0.3948 -0.3 0.9 -0.7 0.09
H -0.8097 1.8418 -0.3178 -1.8 -1.1 0.6 0.13
H -1.5907 0.5928 0.6382 0.6 -3.3 7.9 -0.04
H -1.2207 0.3088 -2.1778 0.8 0.6 -2.3 0.11
H 0.8093 -1.5442 -1.2448 -0.8 0.0 -1.4 0.08
H 0.3683 -1.1772 0.1512 -1.0 -1.0 4.6 0.01
H 0.9993 0.0538 -0.7888 0.5 0.6 0.3 0.05
H -2.0407 -1.5172 -1.8698 -1.1 -1.0 -0.4 0.04
C -3.2797 0.1678 3.0772 -0.7 -1.2 -0.1 -0.06
C -1.8357 -0.0212 3.5962 -2.7 3.3 3.5 -0.48
C -1.2207 1.3568 3.7742 -2.5 1.9 -0.6 -0.08
O -1.8457 -0.6692 4.9032 0.6 2.0 -1.0 -0.03
H -3.9397 0.4988 3.9102 0.3 -0.6 -0.5 0.09
H -3.6067 -0.7862 2.5622 -0.1 0.8 1.0 0.09
H -3.4477 0.8968 2.2872 0.7 0.4 -0.1 0.06
H -1.3647 -0.5962 2.9242 2.3 -2.1 -2.3 0.07
H -1.1187 1.6658 2.6722 0.6 0.3 1.8 0.08
H -0.3487 1.3998 4.4202 0.3 -0.1 -0.5 0.06
H -2.0367 2.1418 4.3022 2.0 -2.2 -1.5 0.14
H -2.1747 -1.4972 4.6602 -0.8 -2.5 0.1 0.05
C 3.3643 -1.0152 1.0892 -4.9 1.5 5.0 0.01
C 3.4513 0.0618 2.1552 0.0 4.9 -2.0 -0.55
C 2.1653 0.8978 2.3442 -0.7 -2.6 -1.1 -0.04
O 3.7783 -0.4092 3.3272 0.3 -6.6 3.0 0.00
H 4.1973 -1.4752 1.1682 5.5 -3.8 -0.3 0.02
H 3.1213 -0.6062 0.2512 -0.4 2.8 -5.7 0.00
H 2.4513 -1.6202 1.1822 0.5 -0.4 1.0 0.10
H 4.3443 0.7898 2.0792 -1.2 -0.4 -2.1 0.16
H 1.8073 1.2878 1.3332 -0.1 -0.2 1.9 0.10
H 2.2233 1.5168 3.1942 0.8 2.2 0.3 0.04
H 1.5273 0.1728 2.9542 -0.3 0.2 -1.9 0.10
H 3.9623 0.1668 4.0052 0.5 2.3 1.8 0.07
C -1.0257 -4.2442 0.8902 -1.2 -2.4 4.4 -0.22
O -1.5507 -3.0992 1.3452 -1.9 3.3 -1.1 -0.07
H -1.5607 -5.1722 1.0012 -1.4 -0.2 0.4 0.09
H -0.2057 -4.4152 1.4682 2.8 -0.8 1.7 0.06
H -0.7137 -4.3082 -0.0118 2.0 0.5 -6.6 0.01
H -1.6737 -2.5372 0.5382 -0.4 -0.1 1.2 0.07
```
Forces are in eV/Å.

Entry 2:
Entry from the OMol25 dataset: a structure of composition C19H53B3BrN6O6P3 (ωB97M-V/def2-TZVPD).

E_tot   -141733.1473 eV

XYZ file:
```
91
Properties=species:S:1:pos:R:3:forces:R:3:lowdin_charge:R:1
C -0.5665 1.4584 3.2587 0.4 0.7 -0.2 -0.16
C -1.3380 1.5812 1.9506 -0.4 -0.3 0.4 -0.25
C -2.4864 0.5429 1.7272 0.0 0.2 -0.2 -0.51
Br -2.5253 -0.9046 3.0484 -0.1 0.1 -0.1 0.76
B -2.3156 -0.0752 0.2914 -1.2 -0.8 0.5 -0.65
O -2.7686 0.5835 -0.8419 0.8 0.3 0.1 0.34
B -2.0030 0.3801 -1.9781 -0.4 -0.2 -0.9 -0.71
O -2.0576 1.2636 -3.0350 -0.1 0.2 1.0 0.18
O -1.1341 -0.7048 -2.0776 0.5 0.9 0.5 0.28
B -0.6847 -1.1004 -0.8318 -0.4 -0.8 0.5 -0.67
P 1.1432 -1.4084 -0.3933 1.0 -1.0 -0.9 1.05
C 1.2184 -2.2443 1.2489 -0.8 0.8 0.2 -0.43
C 0.3053 -3.4757 1.3616 0.7 -0.2 0.0 -0.15
C 1.9890 0.2166 -0.1186 -0.3 -0.3 0.1 -0.43
C 1.9324 1.1344 -1.3492 0.0 0.2 0.8 -0.15
O -1.6763 -1.2875 0.1417 0.8 0.7 -0.1 0.20
H 0.1483 0.6399 3.2565 -0.2 -0.2 0.2 0.05
H -1.2072 1.4082 4.1331 -0.1 -0.3 0.0 0.05
H 0.0152 2.3769 3.3766 0.1 -0.1 0.0 0.08
H -0.6400 1.5282 1.1088 0.1 0.1 0.0 0.10
H -1.7998 2.5679 1.9480 0.0 0.0 -0.3 0.11
H -3.4379 1.0594 1.8151 -0.1 -0.1 0.2 0.09
H -1.2240 1.7446 -3.0200 0.1 0.1 -0.6 0.12
H 2.2579 -2.4928 1.4547 0.1 0.0 -0.1 0.07
H 0.9208 -1.5060 2.0001 0.0 -0.1 0.1 0.05
H -0.1616 -3.4817 2.3435 -0.2 -0.1 -0.1 0.06
H -0.4527 -3.5342 0.5852 -0.2 0.1 0.1 0.06
H 0.9083 -4.3803 1.2791 -0.1 -0.1 0.0 0.07
H 1.5685 0.6779 0.7772 0.1 0.2 0.0 0.06
H 3.0172 -0.0460 0.1290 0.0 0.0 -0.1 0.07
H 1.1731 1.8998 -1.1768 -0.2 -0.1 -0.3 0.07
H 2.8697 1.6817 -1.4303 0.1 0.0 -0.2 0.07
H 1.7368 0.5793 -2.2633 0.0 0.1 -0.1 0.07
O 0.8620 0.3354 5.9756 -2.5 0.1 1.4 -0.29
P 1.3010 -0.3215 7.2496 4.8 -1.0 -0.9 0.68
N 2.4137 0.8200 7.8950 -0.2 0.2 0.4 -0.33
C 3.8505 0.7491 7.7315 0.1 -0.3 0.1 -0.13
C 1.9388 2.1962 7.8081 -0.2 0.0 -0.2 -0.14
N 1.9644 -1.7841 6.6011 -0.3 -0.4 -0.2 -0.32
C 3.3801 -2.0467 6.4634 0.1 0.0 0.4 -0.13
C 1.2273 -2.3040 5.4520 0.0 0.3 -0.2 -0.15
N 1.0578 -1.0892 8.7664 -2.1 0.9 -0.4 -0.28
C 0.8771 -0.2785 9.9839 0.2 0.2 0.1 -0.12
C 0.1688 -2.2668 8.7779 0.0 -0.2 -0.1 -0.11
H 4.3187 1.5863 8.2532 -0.2 0.1 0.0 0.08
H 4.1645 0.7928 6.6806 0.1 0.0 0.0 0.08
H 4.2596 -0.1455 8.2000 0.0 -0.1 -0.2 0.07
H 0.8715 2.2526 8.0303 0.0 0.0 -0.1 0.07
H 2.0963 2.6318 6.8142 -0.1 0.0 0.0 0.08
H 2.4538 2.8123 8.5488 0.1 -0.1 0.0 0.08
H 3.8843 -1.3327 5.7987 0.1 -0.1 0.0 0.08
H 3.5291 -3.0449 6.0469 -0.1 0.0 -0.1 0.08
H 3.8758 -2.0593 7.4349 0.0 0.1 0.0 0.07
H 1.5062 -1.8090 4.5128 -0.1 0.0 0.0 0.07
H 0.1530 -2.1729 5.5841 0.0 0.1 -0.1 0.06
H 1.4125 -3.3766 5.3527 0.1 0.0 0.1 0.08
H 1.8321 0.1164 10.3215 0.0 0.1 -0.2 0.08
H 0.4857 -0.8967 10.7911 0.0 -0.1 -0.1 0.08
H 0.1854 0.5532 9.8376 0.0 0.0 0.1 0.08
H 0.7096 -3.1228 9.1858 0.0 0.0 0.0 0.09
H -0.1740 -2.5345 7.7824 0.1 0.0 0.0 0.06
H -0.7240 -2.0986 9.3828 0.0 0.1 0.0 0.08
O 0.2271 0.5607 -7.1557 -0.2 2.7 0.8 -0.30
P -1.0489 0.9391 -7.8489 -1.2 -4.1 -2.3 0.68
N -2.2137 -0.0416 -7.0593 -0.3 0.2 0.2 -0.33
C -2.6960 -1.3102 -7.5624 -0.1 0.0 -0.3 -0.13
C -2.0471 -0.0703 -5.6070 0.4 -0.1 -0.3 -0.14
N -0.6258 0.5257 -9.4773 0.3 0.3 -0.3 -0.33
C -1.0983 -0.6577 -10.1617 -0.4 0.0 0.0 -0.14
C 0.7683 0.7968 -9.8124 0.2 -0.2 0.3 -0.16
N -2.2333 2.0425 -8.4291 1.2 1.4 1.5 -0.28
C -3.3161 2.4959 -7.5378 -0.2 -0.2 0.1 -0.12
C -1.7525 3.1458 -9.2817 0.1 0.0 -0.2 -0.12
H -3.4424 -1.7140 -6.8752 0.1 0.1 0.1 0.08
H -1.9007 -2.0596 -7.6691 -0.1 0.0 0.0 0.08
H -3.2164 -1.1899 -8.5129 0.2 0.0 -0.1 0.07
H -1.7769 0.9102 -5.2360 0.0 0.0 0.0 0.05
H -1.2669 -0.7759 -5.2968 0.0 0.1 0.1 0.09
H -2.9857 -0.3489 -5.1238 -0.1 0.0 -0.1 0.09
H -0.7858 -1.5886 -9.6705 -0.1 0.0 -0.1 0.08
H -0.7041 -0.6752 -11.1800 0.1 0.1 0.0 0.08
H -2.1838 -0.6442 -10.2692 0.0 -0.1 0.1 0.07
H 1.4446 0.0008 -9.4781 0.1 0.1 0.0 0.08
H 1.1056 1.7271 -9.3554 0.0 -0.1 0.1 0.06
H 0.8688 0.9132 -10.8946 -0.1 -0.1 0.0 0.08
H -4.0695 1.7196 -7.4316 0.1 -0.1 0.1 0.08
H -3.8138 3.3660 -7.9654 0.2 0.0 -0.1 0.08
H -2.9569 2.7730 -6.5448 -0.1 0.1 0.0 0.08
H -2.2780 3.1185 -10.2383 0.0 0.0 0.0 0.09
H -0.6879 3.0754 -9.4861 0.0 -0.1 -0.1 0.06
H -1.9201 4.1212 -8.8207 0.0 -0.1 0.1 0.08
```
Forces are in eV/Å.

Entry 3:
Entry from the OMol25 dataset: a cluster of 6 separate species, C19H53O5P in total (ωB97M-V/def2-TZVPD).

E_tot   -40085.4441 eV

XYZ file:
```
78
Properties=species:S:1:pos:R:3:forces:R:3:lowdin_charge:R:1
C 4.8082 -1.8622 4.6826 -0.7 0.8 0.5 -0.14
C 3.7924 -2.6343 5.5782 -0.1 -1.0 -0.1 -0.30
C 2.5057 -3.0998 4.8036 1.5 -0.2 -0.4 -0.55
C 2.9523 -4.0563 3.6400 -0.8 -0.5 0.9 -0.15
P 1.5235 -1.5580 4.1915 -0.3 0.6 0.5 0.72
H 5.8490 -2.1944 4.7939 -0.4 -0.1 -0.1 0.07
H 4.7832 -0.7946 4.9656 0.1 -0.4 -0.2 0.05
H 4.4781 -1.8863 3.6315 0.4 -0.1 0.3 0.06
H 3.4953 -2.0855 6.4884 0.2 0.1 -0.4 0.09
H 4.2920 -3.5555 5.9421 -0.3 0.4 0.0 0.10
H 1.8598 -3.6810 5.4916 0.2 0.5 -0.2 0.08
H 2.6334 -5.0743 3.9379 0.3 0.3 -0.3 0.07
H 2.4407 -3.8506 2.6846 0.3 0.1 0.2 0.04
H 4.0439 -4.0955 3.5130 -0.4 0.2 -0.2 0.06
H 2.3640 -0.6532 4.9411 -0.1 -0.4 -0.1 -0.02
H 1.7379 -1.8707 2.8067 0.1 -0.2 0.1 -0.02
H 0.3638 -2.0454 4.9039 0.1 0.3 -0.3 -0.02
H 0.7893 -0.3791 3.7448 -0.1 -0.2 0.1 -0.11
C -3.0883 -1.0469 0.7416 0.1 0.1 -0.2 -0.07
C -2.0147 -1.4686 1.7329 -0.6 0.1 0.3 -0.50
C -2.5384 -2.5173 2.7024 0.2 -0.2 0.1 -0.06
O -1.5553 -0.3297 2.4591 0.3 -0.1 -0.2 -0.07
H -3.9421 -0.6017 1.2624 0.0 -0.1 0.1 0.08
H -2.7030 -0.2892 0.0574 0.0 -0.1 0.0 0.08
H -3.4430 -1.8972 0.1556 0.0 0.0 0.0 0.08
H -1.1536 -1.8668 1.1926 0.1 0.1 0.1 0.14
H -3.3740 -2.1209 3.2868 -0.1 0.0 -0.1 0.08
H -1.7606 -2.8052 3.4122 0.0 0.0 -0.1 0.06
H -2.8770 -3.4109 2.1744 0.0 0.0 0.0 0.08
H -2.3026 0.0347 2.9420 -0.1 0.0 0.0 0.08
C 3.4516 2.8523 1.7149 -0.2 -0.1 0.0 -0.07
C 3.2920 2.1186 3.0370 0.5 0.4 -0.1 -0.49
C 3.7894 2.9603 4.2023 -0.1 -0.1 0.2 -0.06
O 4.0153 0.8869 2.9940 -0.4 -0.3 0.1 -0.08
H 4.5029 3.0756 1.5185 0.0 0.1 0.1 0.07
H 3.1000 2.2349 0.8888 0.0 0.0 0.0 0.07
H 2.8912 3.7897 1.7134 0.0 0.0 0.0 0.08
H 2.2414 1.8639 3.1912 0.1 -0.2 0.0 0.13
H 4.8538 3.1873 4.0893 0.0 0.1 -0.1 0.08
H 3.6765 2.4176 5.1432 -0.1 0.0 0.0 0.08
H 3.2396 3.9004 4.2739 0.0 0.0 0.0 0.08
H 4.9447 1.0941 2.8588 0.1 0.1 0.0 0.08
C -7.2794 -0.3797 -2.2532 -0.1 -0.2 0.0 -0.06
C -5.9038 -0.0749 -1.6807 -0.3 0.4 -0.4 -0.50
C -5.8169 1.3570 -1.1765 0.2 0.0 0.2 -0.06
O -4.9095 -0.2906 -2.6811 0.3 -0.4 0.2 -0.06
H -7.4965 0.2717 -3.1046 0.0 0.1 0.1 0.08
H -7.3229 -1.4075 -2.6181 0.0 0.0 0.1 0.08
H -8.0600 -0.2428 -1.5022 0.0 0.0 0.0 0.08
H -5.6863 -0.7642 -0.8627 0.2 -0.1 -0.1 0.12
H -5.9865 2.0650 -1.9925 -0.1 -0.1 0.0 0.08
H -4.8219 1.5623 -0.7771 0.0 -0.1 0.0 0.07
H -6.5534 1.5460 -0.3929 0.0 0.0 0.0 0.08
H -5.0919 0.3125 -3.4060 -0.1 0.3 0.0 0.05
C 4.5393 1.1356 -2.8739 -0.2 0.0 0.0 -0.06
C 5.2721 2.3225 -2.2676 0.3 -0.6 0.0 -0.49
C 6.7411 2.3259 -2.6622 0.1 0.2 0.0 -0.07
O 5.1553 2.2835 -0.8458 -0.1 0.4 -0.1 -0.07
H 4.9672 0.1939 -2.5183 0.1 0.0 0.0 0.08
H 3.4894 1.1415 -2.5767 0.0 0.1 0.0 0.08
H 4.5934 1.1518 -3.9641 0.0 0.0 0.0 0.08
H 4.8022 3.2506 -2.5976 0.0 0.0 0.2 0.14
H 7.2410 1.4230 -2.2999 -0.1 -0.1 -0.1 0.08
H 7.2557 3.1776 -2.2143 -0.1 0.0 0.0 0.08
H 6.8599 2.3772 -3.7462 0.0 0.0 0.0 0.08
H 5.5654 1.4694 -0.5383 0.0 -0.1 0.0 0.09
C -5.9600 -0.1281 -7.6905 -0.2 0.0 0.0 -0.06
C -5.2275 1.0611 -7.0891 0.3 -0.5 -0.1 -0.49
C -3.7585 1.0631 -7.4819 0.1 0.2 0.0 -0.06
O -5.3446 1.0277 -5.6660 -0.2 0.3 0.2 -0.07
H -5.5322 -1.0682 -7.3308 0.1 0.0 -0.1 0.08
H -7.0101 -0.1210 -7.3939 0.0 0.1 0.0 0.08
H -5.9052 -0.1161 -8.7804 0.0 0.0 0.0 0.08
H -5.6972 1.9877 -7.4229 0.0 0.0 0.2 0.14
H -3.2588 0.1619 -7.1155 -0.1 -0.1 -0.1 0.08
H -3.2444 1.9166 -7.0370 -0.1 0.0 0.0 0.08
H -3.6393 1.1101 -8.5658 0.0 0.0 0.0 0.08
H -4.9331 0.2126 -5.3597 0.1 -0.1 -0.2 0.07
```
Forces are in eV/Å.

Orbital gap for the records above, in order: 9.96, 8.35, 8.26 eV